This record from the OMol25 dataset describes a molecular structure, C24H58N7OReS2SeSi at a distorted geometry. The level of theory is the ωB97M-V functional and the def2-TZVPD basis.

HOMO-LUMO gap (spin up / spin down) ... 0.317 / 0.238 Eh
Energy relative to the best compared isomer or geometry (same formula, charge and spin) ... 0.000 eV

Structure (ORCA input):
```
! wB97M-V def2-TZVPD RIJCOSX def2/J DEFGRID3
* xyz 3 4
Re -0.084 -0.490 -0.265
N 0.473 -2.528 -1.002
C -0.752 -3.347 -1.235
C -1.810 -2.972 -0.213
N -1.969 -1.481 -0.077
C -2.968 -0.879 -1.014
C -2.347 -0.714 -2.384
N -0.983 -0.128 -2.239
H 1.044 -2.513 -1.852
H 1.044 -2.984 -0.291
H -0.532 -4.410 -1.144
H -1.076 -3.175 -2.257
H -1.517 -3.345 0.768
H -2.768 -3.421 -0.475
H -2.320 -1.314 0.863
H -3.239 0.092 -0.601
H -3.864 -1.499 -1.061
H -2.978 -0.073 -2.997
H -2.255 -1.663 -2.906
H -1.035 0.878 -2.367
H -0.386 -0.522 -2.992
C 3.433 -0.137 -2.541
C 4.044 -0.714 -1.242
C 3.156 -0.181 -0.125
O 1.892 0.183 -0.779
C 2.294 0.749 -2.068
H 3.048 -0.933 -3.176
H 4.157 0.441 -3.112
H 5.072 -0.393 -1.095
H 4.036 -1.803 -1.260
H 3.562 0.731 0.317
H 2.934 -0.898 0.657
H 2.620 1.774 -1.882
H 1.431 0.753 -2.729
C -0.533 4.255 -1.640
Si -1.722 3.841 -0.304
C -3.377 3.196 -0.784
C -1.563 4.716 1.294
Se -0.747 1.641 0.514
H -0.633 5.315 -1.897
H -0.716 3.679 -2.548
H 0.494 4.099 -1.309
H -4.094 4.021 -0.859
H -3.756 2.507 -0.029
H -3.349 2.700 -1.756
H -2.054 5.693 1.231
H -0.515 4.884 1.545
H -2.038 4.155 2.099
C -3.809 -1.135 5.297
C -3.342 0.191 4.700
C -2.107 0.776 5.390
C -0.922 -0.182 5.441
N -0.563 -0.698 4.102
C 0.333 -0.313 3.219
S 0.556 -1.424 1.841
N 1.128 0.732 3.281
C 1.297 1.763 4.326
C 2.347 1.374 5.360
C 3.766 1.359 4.798
C 4.803 1.056 5.874
H -4.782 -1.418 4.898
H -3.911 -1.062 6.381
H -3.123 -1.962 5.087
H -4.147 0.922 4.784
H -3.142 0.076 3.628
H -2.352 1.038 6.421
H -1.815 1.700 4.883
H -1.175 -1.061 6.031
H -0.052 0.271 5.901
H -1.098 -1.502 3.813
H 1.791 0.783 2.524
H 0.330 1.979 4.770
H 1.615 2.663 3.799
H 2.114 0.392 5.783
H 2.287 2.098 6.178
H 3.981 2.333 4.346
H 3.843 0.605 4.004
H 4.779 1.813 6.658
H 5.809 1.040 5.458
H 4.617 0.086 6.337
C -1.532 -2.892 -6.561
N -0.225 -2.326 -6.815
C 0.222 -2.058 -8.190
C 1.669 -1.566 -8.003
N 1.793 -1.552 -6.542
C 0.701 -2.004 -5.924
S 0.550 -2.114 -4.216
H -1.655 -3.802 -7.147
H -2.316 -2.187 -6.844
H -1.616 -3.133 -5.506
H -0.421 -1.304 -8.646
H 0.158 -2.967 -8.786
H 1.822 -0.570 -8.410
H 2.396 -2.240 -8.451
H 2.648 -1.364 -6.051
*
```


This record from the OMol25 dataset describes 9 unconnected molecules or ions with the total composition C24H59ClFO9PSi at a distorted geometry. The level of theory is the ωB97M-V functional and the def2-TZVPD basis.

HOMO-LUMO gap ... 0.290 Eh
SMILES ... CCP(CC)[Si@](Cl)(C[C@@H](C)OCc1ccccc1)[C@@H](C)F.CO.CO.CO.CO.CO.CO.CO.CO

Structure (ORCA input):
```
! wB97M-V def2-TZVPD RIJCOSX def2/J DEFGRID3
* xyz 0 1
C -0.967 4.087 -0.286
C -1.231 2.598 -0.608
P 0.393 1.685 -0.770
C 1.432 1.864 0.769
C 2.932 2.000 0.349
Si -0.172 -0.456 -1.057
Cl -1.718 -0.544 -2.451
C -0.552 -1.314 0.587
C -2.038 -1.714 0.781
C -2.066 -3.097 1.509
O -2.600 -0.691 1.598
C -4.008 -0.768 1.726
C -4.723 0.159 0.751
C -5.108 1.419 1.137
C -5.721 2.263 0.241
C -5.951 1.862 -1.057
C -5.578 0.590 -1.417
C -4.970 -0.276 -0.540
C 1.361 -1.250 -1.895
C 2.298 -1.922 -0.898
F 1.027 -2.157 -2.919
H -0.245 4.461 -1.019
H -1.911 4.620 -0.441
H -0.619 4.224 0.739
H -1.811 2.120 0.191
H -1.726 2.520 -1.579
H 1.130 2.794 1.258
H 1.323 1.003 1.434
H 3.511 1.234 0.878
H 3.315 2.997 0.562
H 3.062 1.798 -0.718
H -0.184 -0.751 1.450
H 0.013 -2.256 0.580
H -2.542 -1.846 -0.183
H -2.883 -3.138 2.236
H -2.261 -3.854 0.743
H -1.152 -3.277 2.077
H -4.416 -1.783 1.643
H -4.267 -0.415 2.734
H -4.925 1.748 2.157
H -6.023 3.263 0.541
H -6.414 2.533 -1.772
H -5.750 0.268 -2.443
H -4.675 -1.281 -0.823
H 1.921 -0.432 -2.371
H 2.366 -1.416 0.069
H 3.305 -2.051 -1.312
H 1.925 -2.940 -0.709
C 1.901 5.776 -2.894
O 2.098 5.618 -1.491
H 0.883 6.123 -3.057
H 2.600 6.514 -3.299
H 2.040 4.822 -3.409
H 3.001 5.307 -1.357
C 4.435 8.763 -2.284
O 4.032 8.195 -1.044
H 5.344 9.336 -2.116
H 4.640 7.977 -3.017
H 3.659 9.430 -2.670
H 3.227 7.690 -1.202
C -4.439 -5.624 3.119
O -3.138 -5.337 3.633
H -4.371 -5.687 2.035
H -4.797 -6.578 3.513
H -5.137 -4.833 3.390
H -3.212 -5.284 4.589
C 3.647 -1.739 2.895
O 4.176 -1.163 1.704
H 2.768 -1.168 3.187
H 3.358 -2.779 2.720
H 4.386 -1.696 3.699
H 4.954 -1.677 1.458
C -8.559 -4.290 3.635
O -7.463 -5.155 3.923
H -8.161 -3.362 3.232
H -9.221 -4.747 2.896
H -9.123 -4.072 4.546
H -7.826 -5.971 4.279
C 7.149 -2.530 -1.031
O 7.321 -2.646 0.380
H 6.127 -2.212 -1.223
H 7.837 -1.787 -1.439
H 7.321 -3.494 -1.516
H 8.227 -2.926 0.538
C 1.457 -5.898 -2.299
O 0.156 -5.339 -2.415
H 1.379 -6.828 -1.740
H 1.872 -6.109 -3.289
H 2.122 -5.214 -1.764
H 0.242 -4.517 -2.910
C 4.985 3.510 -2.545
O 5.144 3.384 -1.135
H 3.962 3.821 -2.745
H 5.673 4.261 -2.942
H 5.166 2.551 -3.037
H 6.049 3.105 -0.973
*
```


This record from the OMol25 dataset describes a molecular structure, C24H60BF4N4NaO8 at a distorted geometry. The level of theory is the ωB97M-V functional and the def2-TZVPD basis.

HOMO-LUMO gap ... 0.256 Eh
Energy relative to the best compared isomer or geometry (same formula, charge and spin) ... 4.079 eV

Structure (ORCA input):
```
! wB97M-V def2-TZVPD RIJCOSX def2/J DEFGRID3
* xyz 0 1
Na 0.771 3.251 1.790
B 0.788 0.633 0.815
F 0.709 -0.714 0.578
F 0.941 1.413 -0.311
F -0.445 0.995 1.450
F 1.829 0.859 1.681
C -5.862 1.452 -3.360
O -5.491 0.126 -3.472
C -5.076 -0.135 -4.823
C -4.629 -1.559 -4.808
N -3.246 -1.764 -4.345
C -2.792 -3.151 -4.396
C -1.287 -3.021 -4.210
O -0.998 -2.482 -2.942
C 0.261 -2.550 -2.393
H -5.038 2.065 -3.725
H -6.044 1.638 -2.302
H -6.782 1.653 -3.910
H -4.238 0.367 -5.305
H -5.911 -0.074 -5.520
H -4.652 -1.844 -5.860
H -5.408 -2.126 -4.300
H -2.981 -1.482 -3.413
H -3.158 -3.694 -5.267
H -3.196 -3.607 -3.492
H -0.818 -2.426 -4.994
H -0.939 -4.050 -4.301
H 0.313 -1.777 -1.627
H 1.001 -2.347 -3.167
H 0.563 -3.472 -1.895
C -2.670 5.504 -4.082
O -1.789 4.555 -3.336
C -2.559 3.750 -2.491
C -1.624 2.809 -1.744
N -2.209 2.089 -0.616
C -3.051 0.920 -1.058
C -3.389 0.171 0.308
O -4.408 1.007 0.975
C -4.948 0.665 2.259
H -2.192 5.839 -5.003
H -2.877 6.382 -3.471
H -3.661 5.142 -4.357
H -3.239 3.160 -3.105
H -3.004 4.453 -1.786
H -0.892 3.449 -1.253
H -1.249 2.141 -2.520
H -1.409 1.627 -0.210
H -2.609 0.262 -1.806
H -3.976 1.352 -1.441
H -2.513 -0.068 0.911
H -3.821 -0.767 -0.040
H -5.747 1.331 2.583
H -4.280 0.447 3.092
H -5.618 -0.168 2.042
C 4.885 0.629 -1.780
O 5.951 0.500 -0.780
C 5.940 -0.675 -0.037
C 7.125 -0.612 0.882
N 6.958 0.630 1.686
C 6.046 0.459 2.886
C 5.823 1.768 3.629
O 5.429 2.862 2.837
C 4.190 2.695 2.167
H 4.865 1.656 -2.144
H 3.863 0.510 -1.420
H 4.909 -0.056 -2.627
H 6.082 -1.579 -0.629
H 4.987 -1.010 0.371
H 8.092 -0.408 0.423
H 7.192 -1.529 1.467
H 6.597 1.368 1.099
H 6.601 -0.161 3.590
H 5.085 -0.038 2.753
H 6.776 2.072 4.062
H 5.098 1.698 4.440
H 3.387 2.405 2.846
H 4.301 1.954 1.376
H 4.020 3.676 1.725
C -1.627 -3.915 0.406
O -1.116 -4.404 1.699
C -0.041 -3.667 2.206
C -0.590 -2.431 2.857
N 0.243 -1.272 3.272
C 1.363 -1.856 4.068
C 2.059 -0.823 5.010
O 1.239 -0.522 6.150
C 1.758 0.592 6.976
H -2.339 -3.094 0.492
H -2.100 -4.660 -0.233
H -0.945 -3.567 -0.370
H 0.633 -3.570 1.355
H 0.363 -4.244 3.038
H -0.975 -2.879 3.773
H -1.451 -2.031 2.321
H 0.628 -0.985 2.384
H 2.217 -2.176 3.471
H 1.110 -2.696 4.715
H 2.299 0.064 4.424
H 2.916 -1.345 5.437
H 2.270 0.005 7.739
H 1.003 1.168 7.511
H 2.434 1.265 6.449
*
```


This record from the OMol25 dataset describes 4 unconnected molecules or ions with the total composition C24H60ClN3O3 at a distorted geometry. The level of theory is the ωB97M-V functional and the def2-TZVPD basis.

HOMO-LUMO gap ... 0.330 Eh
Energy relative to the best compared isomer or geometry (same formula, charge and spin) ... 0.000 eV

Structure (ORCA input):
```
! wB97M-V def2-TZVPD RIJCOSX def2/J DEFGRID3
* xyz 2 1
Cl 16.183 -1.771 20.164
C 14.506 -5.816 15.339
C 15.218 -4.483 15.514
N 14.658 -3.581 16.572
C 15.448 -2.328 16.575
C 13.233 -3.279 16.277
C 12.505 -2.506 17.336
C 14.752 -4.205 17.969
C 16.097 -4.788 18.306
O 16.060 -6.164 18.008
C 17.307 -6.827 18.266
H 13.525 -5.728 14.880
H 14.435 -6.364 16.276
H 15.107 -6.448 14.684
H 15.140 -3.951 14.564
H 16.267 -4.655 15.736
H 15.140 -1.708 17.411
H 15.345 -1.839 15.610
H 16.484 -2.607 16.734
H 12.675 -4.201 16.121
H 13.244 -2.821 15.284
H 11.609 -2.054 16.890
H 13.024 -1.588 17.634
H 12.146 -3.086 18.178
H 14.013 -5.001 18.015
H 14.509 -3.375 18.625
H 16.237 -4.682 19.391
H 16.927 -4.216 17.873
H 17.339 -7.106 19.327
H 18.161 -6.188 18.049
H 17.294 -7.749 17.694
C 20.524 2.384 24.068
C 21.431 1.550 23.191
N 21.153 1.647 21.700
C 21.537 3.007 21.237
C 22.033 0.634 21.004
C 23.469 1.020 20.736
C 19.708 1.442 21.354
C 19.179 0.008 21.441
O 19.399 -0.574 22.704
C 18.224 -0.852 23.443
H 21.092 2.651 24.962
H 19.631 1.838 24.358
H 20.239 3.359 23.667
H 21.284 0.500 23.420
H 22.491 1.753 23.325
H 21.547 3.014 20.152
H 22.478 3.307 21.683
H 20.783 3.712 21.587
H 21.532 0.356 20.075
H 22.035 -0.291 21.581
H 23.924 0.174 20.220
H 24.048 1.141 21.652
H 23.586 1.904 20.118
H 19.614 1.745 20.307
H 19.145 2.156 21.952
H 19.746 -0.590 20.728
H 18.136 0.034 21.120
H 18.419 -1.678 24.126
H 17.385 -1.128 22.798
H 17.914 -0.016 24.092
C 12.543 -0.082 20.169
C 13.473 0.229 21.297
N 14.184 1.549 21.168
C 14.901 1.641 19.872
C 13.191 2.704 21.253
C 13.780 4.101 21.232
C 15.258 1.651 22.214
C 14.843 1.554 23.673
O 14.200 2.718 24.088
C 13.904 2.740 25.471
H 12.179 -1.101 20.303
H 13.010 0.022 19.194
H 11.628 0.516 20.171
H 14.290 -0.489 21.339
H 12.910 0.298 22.223
H 14.202 1.597 19.045
H 15.581 0.786 19.788
H 15.513 2.534 19.874
H 12.640 2.551 22.175
H 12.553 2.565 20.383
H 14.410 4.323 20.377
H 14.386 4.287 22.122
H 12.956 4.806 21.328
H 15.846 2.546 22.033
H 15.925 0.797 22.057
H 15.755 1.329 24.237
H 14.177 0.687 23.769
H 12.980 2.196 25.700
H 13.812 3.776 25.782
H 14.680 2.267 26.084
*
```